1.
{"formula": "C9H12N2O3", "method": "ωB97M-V/def2-TZVPD", "elements": ["H", "N", "C", "C", "C", "N", "C", "C", "C", "O", "C", "C", "C", "O", "O", "H", "H", "H", "H", "H", "H", "H", "H", "H", "H", "H"], "positions_angstrom": [[-4.546251, 1.169731, -0.720216], [-3.942432, 0.337077, -0.642372], [-2.786047, 0.670402, -0.255973], [-2.400786, 2.119726, -0.105514], [-1.076938, 2.382833, 0.208999], [-0.102813, 1.410963, 0.190526], [-0.523218, 0.117565, 0.063644], [0.792291, -0.768641, 0.174942], [0.940328, -1.157864, 1.646135], [1.981784, -0.178428, -0.294171], [2.095925, -0.049717, -1.667850], [-1.820416, -0.335583, -0.081991], [-2.121011, -1.811305, -0.084960], [-1.300962, -2.661933, 0.103171], [-3.464848, -2.142848, -0.214812], [-3.189081, 2.817736, -0.115679], [-0.593261, 3.401912, 0.099451], [0.858144, 1.630343, 0.200667], [0.706738, -1.679123, -0.403704], [0.985505, -0.217285, 2.219989], [1.932389, -1.600445, 1.797793], [0.159442, -1.779605, 2.116871], [3.148836, 0.189092, -1.746218], [1.466615, 0.716391, -2.002204], [1.919620, -0.977564, -2.223991], [-3.864928, -1.292709, -0.311366]], "forces_ev_per_a": [[0.162, -0.699, -0.093], [-2.400, 0.689, -0.211], [-0.314, 2.596, -0.249], [3.145, -2.428, 1.389], [-0.511, 2.048, -2.174], [-3.701, -0.661, -0.052], [2.879, -1.587, -0.069], [-1.543, -1.567, 0.034], [0.845, 0.951, 0.695], [-0.671, 0.514, 2.148], [1.412, -1.093, 0.061], [2.942, -0.013, 0.463], [-2.063, -0.391, 0.203], [0.442, -0.208, -0.112], [3.468, -1.132, 0.516], [-0.452, 0.968, -0.124], [-1.134, -1.009, 0.773], [1.086, 0.023, 0.107], [-0.650, -0.193, -0.139], [-0.087, -0.192, 0.022], [-0.304, -0.229, -0.118], [0.260, 0.215, -0.840], [0.124, 0.362, -0.780], [-0.894, 1.253, -1.000], [-0.213, -0.035, 0.179], [-1.827, 1.817, -0.629]], "e_tot_ev": -18649.313, "homo_ev": -8.66, "e_above_lowest_ev": 1.591, "orbital_gap_ev": 9.0, "total_charge": 0}

=====

2.
{"formula": "C38H54I3N9O2P", "method": "ωB97M-V/def2-TZVPD", "elements": ["C", "C", "O", "C", "N", "I", "P", "O", "C", "I", "C", "C", "I", "H", "H", "H", "H", "H", "H", "H", "H", "H", "H", "H", "H", "H", "H", "N", "C", "C", "C", "C", "H", "H", "H", "H", "H", "N", "C", "C", "C", "C", "H", "H", "H", "H", "H", "N", "C", "C", "C", "C", "H", "H", "H", "H", "H", "N", "C", "C", "C", "C", "H", "H", "H", "H", "H", "N", "C", "C", "C", "C", "H", "H", "H", "H", "H", "N", "C", "C", "C", "C", "H", "H", "H", "H", "H", "N", "C", "C", "C", "C", "H", "H", "H", "H", "H", "N", "C", "C", "C", "C", "H", "H", "H", "H", "H"], "positions_angstrom": [[1.377070, 1.515324, 2.633819], [-0.096929, 1.735199, 2.330466], [-0.345939, 1.794897, 0.938880], [-0.565450, 3.065477, 2.906925], [-1.796485, 3.689064, 2.229969], [-2.319949, 5.300913, 3.537361], [-1.337541, 4.452904, 0.578183], [-1.655897, 3.655447, -0.601307], [-2.971127, 2.735682, 2.032434], [-4.560666, 3.749053, 1.057917], [-3.336823, 1.968053, 3.322090], [-3.331130, 0.458849, 3.066892], [-5.188054, 2.457293, 4.280958], [1.608748, 0.452927, 2.534039], [1.662280, 1.835579, 3.638976], [1.988618, 2.070107, 1.916767], [-0.680950, 0.925541, 2.783420], [0.162888, 1.119333, 0.478606], [0.217901, 3.821495, 2.827893], [-0.800287, 2.952624, 3.963250], [-0.001469, 4.696035, 0.917416], [-1.998659, 5.674499, 0.729771], [-2.621004, 2.027691, 1.280317], [-2.623287, 2.232352, 4.100943], [-2.493989, 0.163300, 2.427077], [-4.250466, 0.140434, 2.572275], [-3.254513, -0.085430, 4.007811], [0.337265, -1.907001, -0.351393], [1.498809, -1.176719, -0.362779], [2.441791, -1.874756, 0.342718], [1.827974, -3.068946, 0.806888], [0.534766, -3.063669, 0.356707], [-0.515950, -1.643937, -0.810554], [1.567469, -0.245569, -0.903600], [3.462809, -1.562713, 0.488063], [2.287709, -3.855503, 1.381324], [-0.252813, -3.787882, 0.482425], [6.147785, -0.306344, 0.661335], [6.010802, 1.012631, 1.000413], [6.449486, 1.761987, -0.058768], [6.876240, 0.861600, -1.071021], [6.678567, -0.406741, -0.595964], [5.908622, -1.084298, 1.247933], [5.613995, 1.300684, 1.959693], [6.468903, 2.837046, -0.111894], [7.275282, 1.117691, -2.037811], [6.860649, -1.366034, -1.049228], [3.495771, 4.144853, 0.000743], [2.312755, 4.055597, -0.688992], [2.475105, 4.691810, -1.891082], [3.806117, 5.186394, -1.929433], [4.406721, 4.833144, -0.751611], [3.686662, 3.752887, 0.903938], [1.468932, 3.518183, -0.285801], [1.727476, 4.783995, -2.661578], [4.270863, 5.727011, -2.736383], [5.405613, 5.009105, -0.391459], [-0.225125, -5.726256, -1.858060], [0.991435, -6.287500, -2.156112], [0.831696, -7.646143, -2.171805], [-0.531385, -7.918628, -1.869387], [-1.156951, -6.716565, -1.681458], [-0.391211, -4.741721, -1.762702], [1.858317, -5.669580, -2.322244], [1.605033, -8.368321, -2.373099], [-0.996005, -8.887735, -1.790398], [-2.178985, -6.484705, -1.434536], [0.732631, -4.673763, -5.075896], [1.622671, -5.365677, -5.849166], [1.942494, -4.581848, -6.926001], [1.214364, -3.367730, -6.797279], [0.476947, -3.456598, -5.646337], [0.334281, -5.017384, -4.220155], [1.948219, -6.352931, -5.568734], [2.619226, -4.848847, -7.720286], [1.228188, -2.530088, -7.474453], [-0.207829, -2.758694, -5.194626], [-3.838214, -9.438206, -1.100066], [-3.885525, -8.771898, 0.094644], [-3.791422, -9.699663, 1.097050], [-3.682888, -10.976870, 0.482661], [-3.715614, -10.781917, -0.871952], [-3.886899, -9.011557, -2.006993], [-3.979910, -7.700127, 0.134332], [-3.798664, -9.489230, 2.153457], [-3.593118, -11.928279, 0.979329], [-3.662987, -11.482988, -1.687201], [-4.440425, 3.461085, -3.253888], [-5.196943, 3.473932, -4.395002], [-4.344854, 3.378620, -5.461506], [-3.022679, 3.301897, -4.943955], [-3.112033, 3.354029, -3.578915], [-4.796650, 3.515602, -2.318671], [-6.269921, 3.552946, -4.355242], [-4.635168, 3.365030, -6.498588], [-2.112156, 3.214168, -5.513015], [-2.367492, 3.308498, -2.802085], [-0.122418, 8.939015, 6.163536], [0.146675, 9.158035, 7.486286], [-0.462062, 8.171322, 8.213714], [-1.129773, 7.319506, 7.293447], [-0.898936, 7.820841, 6.039613], [0.194044, 9.520032, 5.409215], [0.745865, 9.995329, 7.800127], [-0.436319, 8.071871, 9.285476], [-1.713442, 6.445257, 7.531877], [-1.231150, 7.465286, 5.079071]], "forces_ev_per_a": [[0.123, -0.104, 0.047], [-0.029, -0.070, 0.034], [-0.042, 0.094, 0.092], [-0.027, 0.057, -0.011], [-0.146, 0.127, 0.214], [0.056, -0.129, -0.136], [0.051, -0.028, -0.116], [0.067, 0.141, 0.135], [0.044, -0.115, 0.176], [-0.165, 0.082, -0.222], [0.019, -0.134, -0.077], [-0.038, -0.093, -0.044], [0.020, 0.053, 0.226], [0.087, 0.083, -0.027], [-0.137, -0.075, 0.004], [-0.076, 0.020, 0.029], [0.057, 0.084, -0.039], [0.129, -0.166, -0.052], [-0.046, -0.022, -0.024], [0.118, -0.007, -0.046], [-0.009, 0.032, -0.079], [-0.026, -0.040, -0.040], [0.103, 0.119, 0.047], [0.027, -0.116, -0.096], [-0.058, 0.030, 0.081], [0.050, 0.062, -0.006], [-0.058, 0.034, -0.029], [0.010, 0.009, 0.076], [-0.134, 0.158, -0.065], [0.009, 0.071, 0.109], [0.021, -0.024, -0.075], [-0.070, 0.022, 0.027], [0.015, -0.026, -0.041], [0.065, -0.051, -0.089], [-0.002, 0.001, -0.011], [-0.005, 0.004, 0.001], [-0.002, 0.017, 0.039], [-0.026, -0.073, -0.009], [-0.104, 0.007, -0.006], [0.005, 0.039, 0.004], [-0.047, -0.026, -0.008], [-0.046, 0.005, -0.022], [0.080, 0.006, 0.030], [0.058, -0.001, 0.021], [0.027, -0.005, 0.023], [0.010, -0.002, 0.010], [0.022, 0.004, 0.013], [-0.010, 0.130, -0.055], [-0.031, -0.095, 0.133], [-0.032, 0.031, 0.007], [-0.024, -0.003, -0.004], [0.002, -0.008, 0.010], [0.026, -0.064, -0.038], [0.043, -0.082, -0.057], [0.004, -0.013, -0.002], [-0.007, 0.014, 0.013], [-0.008, 0.023, -0.001], [0.013, 0.010, -0.099], [0.043, 0.049, 0.070], [-0.033, 0.003, -0.022], [-0.009, -0.020, 0.000], [-0.007, -0.008, 0.001], [0.019, -0.005, 0.047], [0.016, -0.024, 0.017], [-0.004, 0.004, -0.002], [0.003, 0.006, 0.028], [0.008, 0.007, 0.006], [-0.009, 0.028, -0.001], [0.016, 0.004, 0.012], [-0.003, 0.008, 0.002], [0.006, -0.010, 0.003], [0.001, 0.015, 0.007], [-0.026, -0.084, -0.049], [-0.006, 0.002, -0.003], [-0.003, 0.000, 0.004], [-0.002, -0.003, 0.004], [-0.006, -0.008, -0.006], [0.008, 0.006, -0.009], [0.010, 0.007, -0.013], [0.012, 0.000, -0.002], [0.003, 0.008, 0.002], [0.020, -0.006, -0.007], [-0.012, -0.001, 0.007], [-0.020, -0.006, -0.005], [-0.003, 0.001, -0.005], [-0.001, 0.004, -0.003], [-0.006, 0.004, 0.003], [0.071, -0.025, -0.031], [-0.009, 0.028, -0.002], [-0.004, -0.001, -0.005], [0.019, -0.017, -0.003], [-0.081, -0.041, 0.098], [-0.012, -0.016, -0.007], [0.005, 0.003, 0.001], [0.002, 0.001, 0.005], [-0.002, 0.004, 0.003], [0.020, 0.041, -0.101], [-0.002, 0.004, 0.024], [0.006, 0.008, -0.004], [-0.013, -0.012, -0.005], [0.030, 0.005, 0.014], [-0.075, -0.105, 0.042], [-0.009, -0.004, 0.000], [-0.003, -0.003, -0.005], [0.001, 0.002, -0.005], [0.000, 0.002, -0.002], [0.087, 0.152, -0.072]], "e_tot_ev": -91368.543, "homo_ev": -9.41, "orbital_gap_ev": 4.0, "total_charge": 1}